Entry 1:
Molecular formula: C5H12NO
Method: DFT, ωB97M-V/def2-TZVPD

```
19
Properties=species:S:1:pos:R:3:forces:R:3:mulliken_charge:R:1
C 0.72383 -2.72307 0.77963 -0.725 -0.939 -0.648 -1.17
C 0.54621 -1.77893 -0.39382 -0.022 1.928 1.045 -0.32
C 0.82942 -0.28711 0.00833 1.317 -0.138 -1.277 -0.65
N 0.06681 0.62703 -0.80816 -0.548 0.215 0.039 -0.31
C -1.09722 1.28693 -0.19786 -0.049 -0.035 -0.119 -0.54
C -0.99886 2.82503 -0.07943 -0.699 0.067 0.141 -0.58
O -0.19021 3.26990 0.87767 0.333 -0.012 -0.174 -0.87
H 0.22206 -2.36653 1.67686 0.099 0.170 0.074 0.37
H 0.24020 -3.67324 0.51410 0.134 -0.072 0.220 0.33
H 1.76035 -2.96583 0.99536 0.199 0.232 0.114 0.30
H 1.22118 -2.01196 -1.21866 -0.332 -0.212 -0.127 0.23
H -0.48225 -1.64707 -0.73517 -0.039 -0.920 -0.143 0.30
H 1.87220 -0.10214 -0.27555 0.180 0.017 0.381 0.34
H 0.77393 -0.09583 1.08061 -0.385 -0.088 0.143 0.36
H 0.64057 1.33170 -1.24501 0.144 0.094 0.278 0.28
H -1.20298 0.96121 0.83892 -0.055 -0.250 0.068 0.22
H -2.01555 1.02193 -0.75028 0.062 -0.023 0.030 0.29
H -0.81653 3.21712 -1.12250 0.314 -0.059 -0.136 0.21
H -2.09316 3.11085 0.05497 0.075 0.026 0.090 0.21
```
Positions in Å, forces in eV/Å.

Energy relative to the best compared isomer or geometry (same formula, charge and spin) (kcal per mole): 21.3
SMILES string: CCCNCC[O-]
Net charge: -1
E_HOMO (eV): -2.286



Entry 2:
Molecular formula: C10H17N4O5SScSeSi
Method: DFT, ωB97M-V/def2-TZVPD

```
40
Properties=species:S:1:pos:R:3:forces:R:3:mulliken_charge:R:1
Sc 0.00000 0.00000 0.00000 -1.202 1.597 0.771 -0.18
O 3.96300 1.17660 0.00000 -3.395 -1.203 0.004 -0.76
C 2.69300 1.02260 0.00000 4.247 1.005 0.034 0.58
O 2.01740 -0.05740 0.00000 1.662 -0.618 -0.334 -0.36
C 1.80470 2.24520 0.00000 1.620 3.692 0.047 0.55
O 2.34360 3.40550 0.00000 -1.934 -2.928 -0.007 -0.75
O 0.56880 1.93640 0.00000 0.796 1.336 -0.295 -0.30
C 1.98030 -4.93170 1.59090 -0.012 0.142 0.393 -1.04
N 1.07680 -4.11290 0.81020 0.057 -0.932 -1.113 -0.03
C 1.10530 -4.27920 -0.64600 -0.379 0.484 0.541 -0.33
C 0.74530 -2.86220 -1.10250 0.058 0.582 -1.443 -0.06
O 0.58310 -2.53050 -2.26900 0.096 -0.323 1.209 -0.67
N 0.65930 -2.02900 0.00000 0.508 -2.558 -0.888 0.66
C 0.87380 -2.78280 1.03400 0.182 -0.185 1.482 0.22
N 0.90670 -2.34190 2.30510 -0.037 -0.834 0.177 -0.33
H 1.95070 -5.97020 1.24450 -0.155 0.244 -0.055 0.38
H 1.69610 -4.93270 2.64800 0.083 0.048 -0.186 0.29
H 3.00950 -4.56790 1.50440 0.068 -0.036 0.074 0.35
H 0.34570 -4.99150 -0.97570 0.188 0.012 -0.121 0.26
H 2.10160 -4.53790 -1.01610 -0.078 -0.069 0.019 0.33
H 0.57250 -1.38520 2.37160 -0.240 1.203 -0.129 0.06
H 0.41780 -2.94690 2.95250 0.275 -0.126 -0.005 0.28
C -3.90860 4.01800 -1.50430 -0.172 0.464 -0.392 -0.92
Si -3.97060 2.89620 -0.01380 2.006 -1.629 -0.069 0.20
C -3.99720 3.92810 1.54130 -0.160 0.408 0.412 -0.92
C -5.51090 1.84470 -0.08960 -0.647 -0.034 -0.016 -0.91
Se -2.13130 1.54910 0.00000 -2.482 1.724 -0.135 -0.01
H -4.80360 4.67340 -1.51090 0.341 -0.125 -0.180 0.31
H -3.89250 3.40410 -2.42810 0.035 0.397 0.467 0.24
H -2.99280 4.64240 -1.45870 -0.501 -0.357 -0.110 0.23
H -4.89220 4.58350 1.53450 0.336 -0.150 0.179 0.31
H -3.08140 4.55250 1.58590 -0.506 -0.360 0.063 0.23
H -4.03380 3.26080 2.42670 0.064 0.427 -0.434 0.24
H -6.40580 2.50020 -0.09630 0.115 -0.367 -0.007 0.33
H -5.54700 1.17810 0.79630 -0.009 0.286 -0.562 0.21
H -5.49430 1.23150 -1.01390 -0.042 0.257 0.578 0.21
S -4.02580 -2.92610 0.00000 -1.165 -0.838 0.030 -0.58
C -2.73960 -1.99120 0.00000 7.010 4.854 -0.033 0.40
N -1.72590 -1.25450 0.00000 -6.724 -5.286 -0.173 -0.64
H 0.00000 0.00000 1.86050 0.091 -0.205 0.211 -0.06
```
Positions in Å, forces in eV/Å.

Energy relative to the best compared isomer or geometry (same formula, charge and spin) (kcal per mole): 3.1
Net charge: -2
E_HOMO (eV): -0.637



Entry 3:
Molecular formula: C4H6O
Method: DFT, ωB97M-V/def2-TZVPD

```
11
Properties=species:S:1:pos:R:3:forces:R:3:mulliken_charge:R:1
C 2.05484 0.34732 0.59818 -0.338 0.156 -0.218 -0.08
C 1.03679 0.67672 0.04515 0.474 -0.341 0.240 -0.31
C -0.32389 0.81731 -0.46456 0.043 0.117 -0.014 -0.39
C -1.08710 -0.51420 -0.23764 -0.246 -0.052 -0.109 -0.45
O -0.63500 -1.25616 0.86756 0.088 -0.099 -0.035 -0.48
H 2.92451 0.04091 1.13095 0.059 0.155 -0.126 0.37
H -0.32343 1.03315 -1.53732 0.031 0.105 0.137 0.28
H -0.80419 1.65861 0.04678 0.006 -0.176 -0.039 0.25
H -1.02788 -1.11564 -1.15506 0.018 0.070 0.082 0.26
H -2.13957 -0.29852 -0.04269 0.086 -0.001 -0.106 0.28
H 0.31558 -1.39892 0.73934 -0.222 0.066 0.188 0.27
```
Positions in Å, forces in eV/Å.

Energy relative to the best compared isomer or geometry (same formula, charge and spin) (kcal per mole): 33.7
SMILES string: C#CCCO
E_HOMO (eV): -10.085



Entry 4:
Molecular formula: C5H8O2
Method: DFT, ωB97M-V/def2-TZVPD

```
15
Properties=species:S:1:pos:R:3:forces:R:3:mulliken_charge:R:1
C -1.29555 0.68276 0.38290 0.521 0.087 -0.150 -0.46
O -0.97936 1.02885 -0.91165 0.247 0.510 -0.371 -0.40
C 0.29120 0.46223 -1.15510 0.135 -0.007 -0.563 -0.05
C 0.11579 -1.03443 -0.84304 -0.277 0.100 -0.115 -0.53
C -0.09943 -0.76058 0.61526 -1.229 1.775 -0.343 -0.30
C 1.12269 0.04700 0.95604 -0.231 0.086 0.320 -0.52
O 1.24815 0.90250 -0.21554 0.108 0.100 -0.109 -0.45
H -2.40046 0.54684 0.47123 0.829 -0.490 -0.032 0.36
H -0.98207 1.39430 1.15746 0.158 -0.034 -0.244 0.27
H 0.58619 0.77254 -2.15093 0.164 -0.023 -0.043 0.40
H 1.04590 -1.57515 -1.07646 -0.295 0.109 0.330 0.26
H -0.72175 -1.50735 -1.34995 0.000 0.168 -0.113 0.32
H -1.05132 -0.79715 1.10744 0.284 -2.496 1.557 0.53
H 0.98893 0.65194 1.85216 0.072 0.163 -0.057 0.29
H 2.06485 -0.51941 1.05857 -0.486 -0.047 -0.066 0.28
```
Positions in Å, forces in eV/Å.

Energy relative to the best compared isomer or geometry (same formula, charge and spin) (kcal per mole): 79.9
SMILES string: C1O[C@H]2C[C@@H]1CO2
E_HOMO (eV): -9.098



Entry 5:
Molecular formula: C6H12N3
Method: DFT, ωB97M-V/def2-TZVPD

```
21
Properties=species:S:1:pos:R:3:forces:R:3:mulliken_charge:R:1
C 2.76379 0.52702 0.96147 -0.419 -0.260 -0.588 -0.75
C 1.87673 1.12984 1.78405 -0.249 1.848 2.233 -0.22
C 1.98418 -0.02490 -0.01089 -2.929 0.136 -0.418 -0.21
C -0.82704 -2.02965 -1.20071 3.186 -0.957 0.392 -1.12
C -1.79006 0.25046 -1.47747 -2.769 -0.913 -2.929 -0.96
C -1.39524 -0.81036 -0.64542 -0.999 -0.370 3.003 0.60
N 0.58706 0.85183 1.41878 3.727 -0.451 -3.180 0.35
N 0.67957 0.22992 0.21678 -0.621 -1.742 -0.077 -0.20
N -0.62588 1.31453 1.71366 -2.143 0.668 1.850 -0.66
H 3.80550 0.51270 0.89670 1.322 0.257 0.596 0.43
H 2.17244 1.86330 2.53285 -0.668 -0.450 0.243 0.40
H 2.19837 -0.55227 -0.89387 0.576 -0.552 -0.840 0.48
H -0.01822 -2.52455 -0.53079 -1.165 1.271 -0.677 0.36
H -0.31241 -1.81628 -2.16406 -0.620 -0.303 0.473 0.31
H -1.45392 -2.91714 -1.26885 -0.875 0.415 -0.168 0.38
H -1.04281 0.40234 -2.20038 0.899 0.764 -1.148 0.33
H -2.37977 1.10313 -1.20502 0.467 0.513 1.020 0.37
H -2.64499 -0.28111 -2.16996 1.754 0.529 1.338 0.34
H -1.89522 -0.77089 0.37328 1.092 -0.522 -1.033 0.30
H -0.68309 1.45951 2.72038 -0.383 0.162 -0.443 0.25
H -0.99900 2.08257 1.14947 0.817 -0.040 0.354 0.23
```
Positions in Å, forces in eV/Å.

Energy relative to the best compared isomer or geometry (same formula, charge and spin) (kcal per mole): 116.7
Net charge: +1
E_HOMO (eV): -12.939



Entry 6:
Molecular formula: C14H20BCl4NO
Method: DFT, ωB97M-V/def2-TZVPD

```
41
Properties=species:S:1:pos:R:3:forces:R:3:mulliken_charge:R:1
Cl 0.46391 -3.52745 -3.25108 -0.373 0.409 0.136 -0.31
B 0.09231 -1.80619 -2.70154 0.003 0.565 -0.397 1.01
Cl 1.31173 -0.60451 -3.50197 0.013 -0.903 0.065 -0.34
Cl -1.70288 -1.18427 -3.18731 0.297 -0.206 -0.045 -0.38
O 0.06654 -1.75136 -1.26356 1.260 0.352 0.945 -0.79
C 0.52404 -0.83196 -0.34925 -0.150 0.396 -2.219 0.01
C 1.06799 -1.65822 0.84852 -0.549 0.249 -0.143 0.03
C 2.22445 -1.36869 1.60065 -0.317 0.251 -0.486 -0.49
C 2.82206 -2.35210 2.39445 -0.654 -0.433 -0.037 -0.78
C 2.24967 -3.63402 2.48598 -0.574 0.842 -1.001 0.40
Cl 2.98191 -4.87129 3.42320 0.185 -0.064 0.180 -0.20
C 1.09437 -3.92865 1.74770 -0.065 0.509 0.130 -0.96
C 0.50332 -2.92823 0.96417 0.278 -1.070 0.185 0.11
H 1.21365 -0.04412 -0.68816 0.207 -0.709 -0.166 0.54
H 2.68916 -0.37816 1.51897 -0.119 -0.451 0.040 0.39
H 3.73233 -2.16143 2.93748 0.102 0.178 0.054 0.43
H 0.65885 -4.93136 1.76082 0.217 0.386 0.084 0.37
H -0.34642 -3.21835 0.33715 0.361 0.259 0.347 0.33
C -0.32569 4.03202 -0.73267 0.117 0.073 0.186 -1.74
C 0.00127 2.53458 -0.87305 0.099 0.090 0.310 0.74
C 0.32023 2.20620 -2.31446 0.408 -0.449 -0.113 -0.70
C -1.11214 1.66358 -0.29223 -0.011 1.056 -0.416 0.04
C -1.52350 2.02095 1.14002 0.180 0.019 -0.211 -0.90
C -2.29022 0.76379 1.55387 -0.485 -0.010 0.317 -0.78
C -1.65655 -0.39942 0.79012 -0.515 -0.351 0.658 -0.23
N -0.90069 0.15406 -0.36265 -0.439 -0.410 0.970 0.52
H -1.23383 4.33031 -1.27943 0.211 -0.260 0.085 0.36
H -0.45158 4.32511 0.31449 0.007 0.019 -0.136 0.43
H 0.51035 4.62147 -1.13970 -0.284 -0.204 0.105 0.43
H 0.89564 2.33196 -0.25328 -0.124 0.118 -0.191 0.13
H -0.51241 2.39204 -3.00536 0.072 0.047 0.235 0.35
H 1.18592 2.79898 -2.63247 -0.201 -0.027 -0.085 0.40
H 0.61932 1.15383 -2.43043 -0.316 0.728 0.038 -0.38
H -2.01434 1.82679 -0.91957 0.372 -0.238 0.129 0.12
H -0.63902 2.26568 1.75959 -0.330 -0.403 -0.162 0.39
H -2.15667 2.93350 1.13663 0.339 -0.661 -0.001 0.41
H -2.26259 0.57138 2.63264 -0.099 0.082 -0.243 0.41
H -3.34093 0.86239 1.24900 0.215 0.062 0.177 0.33
H -0.96858 -0.96195 1.43437 -0.374 0.357 -0.177 0.20
H -2.37156 -1.11463 0.39219 -0.200 -0.025 0.178 0.25
H -1.41943 -0.13226 -1.24382 1.237 -0.173 0.674 -0.17
```
Positions in Å, forces in eV/Å.

Energy relative to the best compared isomer or geometry (same formula, charge and spin) (kcal per mole): 4.1
E_HOMO (eV): -9.478



Entry 7:
Molecular formula: C4H11NO3
Method: DFT, ωB97M-V/def2-TZVPD

```
19
Properties=species:S:1:pos:R:3:forces:R:3:mulliken_charge:R:1
C 2.39535 0.65409 0.61270 1.822 4.289 0.711 -0.95
N 1.47219 -0.36945 0.62364 0.772 -0.697 -3.089 -0.35
C 0.47349 -0.15161 -0.47080 -0.563 -0.867 1.402 0.97
C 0.89299 0.94410 -1.42743 1.155 2.380 -0.203 -1.36
C -0.74560 0.27102 0.26124 -3.498 0.386 2.693 0.20
O -1.42252 -0.39516 1.00333 0.775 -1.329 0.315 -0.61
O -1.12109 1.54771 0.21085 1.270 3.075 -2.018 -0.50
H 2.94486 0.80310 -0.30989 0.008 -0.717 -0.413 0.33
H 3.23059 0.65626 1.31970 -0.587 -0.660 0.592 0.35
H 1.91830 1.72565 0.67055 0.787 -1.502 0.762 0.24
H 1.16928 -0.63735 1.50251 -1.230 -0.537 1.592 0.23
H 0.13846 -1.18321 -0.85111 0.910 1.683 -0.155 0.06
H 1.61873 0.57996 -2.17882 -0.917 0.435 -0.070 0.33
H 0.05164 1.58041 -1.68981 -0.596 -1.158 -1.442 0.39
H 1.36531 1.94500 -0.98300 -0.435 -2.730 -0.321 0.32
H -1.92429 1.90639 0.63137 0.440 -1.484 0.205 0.36
O -1.82052 -2.33920 -0.54420 2.894 -0.460 -4.573 -0.57
H -2.51600 -2.85769 -0.20331 -1.242 -1.222 0.282 0.25
H -1.48649 -2.74476 -1.48786 -1.765 1.114 3.731 0.30
```
Positions in Å, forces in eV/Å.

Energy relative to the best compared isomer or geometry (same formula, charge and spin) (kcal per mole): 86.7
SMILES string: CN[C@H](C)C(=O)O.O
E_HOMO (eV): -8.436



Among the records above, which one has the lowest E_HOMO?
C6H12N3